No. 1
{"formula": "C3H4CoFO3", "method": "ωB97M-V with the def2-TZVPD basis set", "multiplicity": 5, "s2": 6.02, "symbols": ["C", "C", "H", "H", "F", "H", "Co", "O", "C", "O", "O", "H"], "coordinates": [[1.320, 0.999, -0.222], [0.268, 0.902, -1.089], [1.170, 1.632, 0.650], [2.072, 0.204, -0.199], [0.349, 0.053, -2.134], [-0.525, 1.645, -1.225], [2.673, 2.632, -1.303], [-1.463, -1.389, 2.074], [-1.522, -1.472, 0.707], [-1.386, -2.580, 0.182], [-1.622, -0.341, 0.144], [-1.333, -2.285, 2.414]]}

---

No. 2
{"formula": "C4H13N2", "method": "ωB97M-V with the def2-TZVPD basis set", "charge": 1, "symbols": ["C", "N", "C", "C", "N", "C", "H", "H", "H", "H", "H", "H", "H", "H", "H", "H", "H", "H", "H"], "coordinates": [[-1.830, -1.289, -1.151], [-1.528, -0.686, 0.121], [-1.058, 0.760, -0.047], [0.186, 1.015, 0.768], [1.298, 0.226, 0.088], [2.591, 0.162, 0.680], [-0.964, -1.525, -1.699], [-2.351, -0.657, -1.866], [-2.577, -2.229, -1.026], [-2.385, -0.902, 0.721], [-1.866, 1.482, 0.138], [-0.938, 0.915, -1.051], [0.036, 0.467, 1.756], [0.458, 2.114, 1.013], [0.845, -0.667, -0.076], [1.279, 0.479, -0.887], [3.451, 0.407, 0.073], [2.695, -0.902, 0.936], [2.657, 0.829, 1.509]]}

---

ΔE to the lowest compared entry with this formula, charge and spin for every record listed, in sequence, given in kJ/mol: 345.5; 240.6.